[1]
Entry from the OMol25 dataset: a molecular structure, C48H61CoNO3PS (ωB97M-V/def2-TZVPD).

Values from the calculation:
* F_max: 0.590 eV Å⁻¹
* spin multiplicity: 4
* charge: +1
* HOMO energy (spin up / spin down): -9.62 / -10.41 eV
* frontier orbital gap (spin up / spin down): 6.8 / 6.1 eV

Structure (XYZ):
```
116
C48H61CoNO3PS (ωB97M-V/def2-TZVPD)
Co 0.1493 -1.5863 -0.7919
C 2.1240 4.8666 -2.1058
C 3.3365 3.9328 -2.0898
C 4.3016 4.4069 -0.9913
C 4.0330 4.0166 -3.4579
C 2.9335 2.4889 -1.8064
C 1.6326 2.1315 -1.5849
C 1.3321 0.7878 -1.3024
N 0.1156 0.2372 -1.0452
C -1.1430 0.7862 -0.9424
C -1.4823 2.1312 -0.8165
C -2.8128 2.4934 -0.7672
C -3.7697 1.4799 -0.8813
C -3.4882 0.1144 -0.9839
C -2.1336 -0.2360 -0.9495
O -1.6529 -1.5021 -0.9269
C -4.6885 -0.8425 -1.1250
C -5.6182 -0.6691 0.0886
C -4.3249 -2.3274 -1.2288
C -5.4574 -0.4716 -2.4060
C -3.1798 3.9683 -0.5760
C -4.6908 4.2052 -0.6299
C -2.5162 4.8105 -1.6772
C -2.6623 4.4315 0.7976
C 2.3475 -0.2090 -1.2981
O 1.9325 -1.4651 -1.0794
C 3.6902 0.1404 -1.5478
C 3.9313 1.4823 -1.7729
C 4.8052 -0.9090 -1.5977
C 4.5199 -1.8913 -2.7502
C 4.8828 -1.6771 -0.2683
C 6.1712 -0.2624 -1.8476
H 2.4569 5.8862 -2.3078
H 1.6065 4.8722 -1.1408
H 1.4093 4.5909 -2.8876
H 4.5970 5.4426 -1.1791
H 5.2096 3.8004 -0.9562
H 3.8233 4.3594 -0.0090
H 4.2920 5.0547 -3.6787
H 3.3751 3.6512 -4.2507
H 4.9551 3.4314 -3.4837
H 0.8481 2.8634 -1.6580
H -0.7124 2.8795 -0.7101
H -4.8131 1.7676 -0.8789
H -5.0754 -0.8365 1.0239
H -6.4402 -1.3894 0.0337
H -6.0545 0.3318 0.1294
H -3.8740 -2.6902 -0.3042
H -3.6338 -2.5242 -2.0498
H -5.2424 -2.8964 -1.4068
H -5.8105 0.5619 -2.3900
H -6.3305 -1.1219 -2.5148
H -4.8226 -0.5992 -3.2874
H -5.1157 3.9010 -1.5909
H -4.8894 5.2712 -0.5022
H -5.2143 3.6741 0.1702
H -2.8282 4.4699 -2.6682
H -1.4242 4.7585 -1.6270
H -2.8029 5.8600 -1.5697
H -3.0961 3.8260 1.5984
H -2.9318 5.4781 0.9700
H -1.5739 4.3441 0.8637
H 4.9525 1.7894 -1.9558
H 3.5563 -2.3860 -2.6222
H 5.2990 -2.6595 -2.7838
H 4.5190 -1.3662 -3.7096
H 3.9933 -2.2833 -0.1116
H 4.9836 -0.9900 0.5774
H 5.7561 -2.3357 -0.2762
H 6.2059 0.2662 -2.8045
H 6.9306 -1.0458 -1.8794
H 6.4433 0.4350 -1.0489
C 0.2667 -6.0765 -1.3943
S -0.0705 -4.8236 -0.1737
C -1.8423 -4.9810 -0.0459
O 0.1911 -3.5364 -0.9370
H -0.3989 -5.9381 -2.2458
H 0.1247 -7.0542 -0.9281
H 1.3064 -5.9483 -1.6925
H -2.0628 -5.8078 0.6328
H -2.2811 -5.1394 -1.0314
H -2.1926 -4.0448 0.3865
C -0.6256 2.7262 3.5333
C 0.3352 2.5174 2.5508
C 0.5036 1.2546 2.0050
C -0.2774 0.1835 2.4438
C -1.2322 0.3960 3.4347
C -1.4065 1.6668 3.9726
P 0.0925 -1.4417 1.7122
C 1.6280 -1.9391 2.5514
C 1.9392 -1.5177 3.8436
C 3.0932 -1.9770 4.4632
C 3.9408 -2.8563 3.8000
C 3.6412 -3.2711 2.5101
C 2.4909 -2.8077 1.8853
C -1.1805 -2.5810 2.3510
C -2.5181 -2.3411 2.0188
C -3.5124 -3.2151 2.4315
C -3.1818 -4.3503 3.1636
C -1.8564 -4.6023 3.4854
C -0.8573 -3.7199 3.0855
H -0.7627 3.7142 3.9579
H 0.9535 3.3390 2.2071
H 1.2626 1.0964 1.2437
H -1.8429 -0.4219 3.7936
H -2.1522 1.8248 4.7430
H 1.2838 -0.8304 4.3659
H 3.3322 -1.6448 5.4668
H 4.8432 -3.2094 4.2855
H 4.3139 -3.9392 1.9842
H 2.2724 -3.0953 0.8635
H -2.7782 -1.4618 1.4368
H -4.5474 -3.0160 2.1773
H -3.9594 -5.0331 3.4864
H -1.5939 -5.4818 4.0625
H 0.1735 -3.9198 3.3521
```

[2]
Entry from the OMol25 dataset: a molecular structure, C48H61N7O2Si2V (ωB97M-V/def2-TZVPD).

Values from the calculation:
* F_max: 1.299 eV Å⁻¹
* spin multiplicity: 4
* charge: -2
* HOMO energy (spin up / spin down): -0.75 / -2.24 eV
* frontier orbital gap (spin up / spin down): 4.9 / 6.4 eV

Structure (XYZ):
```
121
C48H61N7O2Si2V (ωB97M-V/def2-TZVPD)
V 0.7927 0.7784 -0.6442
N 3.6471 1.2935 -1.8043
N 3.1884 1.8722 -2.9979
C 1.8255 1.9781 -3.2192
O 1.4202 2.2256 -4.3440
O 1.0651 1.8456 -2.1581
H 4.5413 1.6925 -1.5583
H 3.7219 0.2842 -1.8868
H 3.6747 1.6291 -3.8475
N 7.4511 -7.1996 0.6346
C 6.7220 -6.3239 0.4710
C 5.8105 -5.2255 0.2655
C 6.1237 -3.9460 0.7302
C 5.2378 -2.9027 0.5522
C 4.0049 -3.0818 -0.1035
C 3.7148 -4.3764 -0.5737
C 4.5927 -5.4263 -0.3882
C 3.0595 -1.9856 -0.2961
C 2.5054 -1.8134 -1.5971
C 2.8865 -2.4763 -2.7910
C 2.1206 -1.9260 -3.8225
C 1.3229 -0.9525 -3.2290
N 1.5475 -0.8679 -1.8959
C 2.7595 -1.1470 0.8336
C 3.1932 -1.3607 2.1472
C 2.6497 -0.3324 2.9472
C 1.8998 0.4523 2.1029
N 1.9266 -0.0276 0.8141
H 7.0755 -3.7778 1.2194
H 5.4941 -1.9141 0.9088
H 2.7664 -4.5430 -1.0700
H 4.3374 -6.4200 -0.7377
H 3.6423 -3.2415 -2.8813
H 2.1342 -2.1857 -4.8708
H 0.5965 -0.3221 -3.7172
H 3.8082 -2.1811 2.4837
H 2.7789 -0.1841 4.0096
H 1.3232 1.3222 2.3550
C -0.0788 3.1123 2.5789
Si 0.1662 3.0264 0.6573
C 1.6231 4.3367 0.4853
C 1.5410 5.5475 1.4187
C 1.7406 4.8514 -0.9557
C 2.9209 3.5916 0.8303
C -1.5110 3.8595 0.1063
C -1.6709 5.3572 0.3700
C -2.5946 3.1387 0.9134
C -1.7586 3.5967 -1.3858
H -0.6419 4.0067 2.8680
H 0.8818 3.1486 3.1051
H -0.6243 2.2429 2.9682
H 0.6917 6.1937 1.1958
H 2.4540 6.1536 1.3067
H 1.4711 5.2541 2.4702
H 0.8704 5.4475 -1.2476
H 1.8359 4.0339 -1.6706
H 2.6303 5.4937 -1.0589
H 2.9213 3.2323 1.8655
H 3.7850 4.2668 0.7125
H 3.0763 2.7248 0.1839
H -1.4446 5.6237 1.4071
H -2.7123 5.6586 0.1724
H -1.0302 5.9565 -0.2815
H -2.5603 3.4161 1.9717
H -2.4825 2.0535 0.8577
H -3.5966 3.3949 0.5347
H -1.0468 4.1331 -2.0201
H -2.7746 3.9138 -1.6740
H -1.6610 2.5365 -1.6277
C -0.3298 -5.0839 -1.6268
C -1.0276 -4.4689 -2.6575
C -1.3466 -3.1145 -2.5831
C -0.9880 -2.3328 -1.4819
C -0.2602 -2.9729 -0.4675
C 0.0591 -4.3241 -0.5296
Si -1.4069 -0.4556 -1.2741
C -2.1908 0.0172 -2.9833
C -1.6471 0.9936 -3.8254
C -2.2131 1.2996 -5.0609
C -3.3512 0.6340 -5.4900
C -3.9229 -0.3333 -4.6675
C -3.3527 -0.6256 -3.4360
C -3.1037 -0.6503 -0.3464
C -3.4765 -1.8273 0.3129
C -4.7258 -1.9757 0.9146
C -5.6525 -0.9435 0.8632
C -5.3238 0.2239 0.1822
C -4.0773 0.3554 -0.4151
H -0.0773 -6.1372 -1.6851
H -1.3188 -5.0401 -3.5332
H -1.8683 -2.6626 -3.4197
H 0.0659 -2.3954 0.3900
H 0.6258 -4.7779 0.2771
H -0.7595 1.5346 -3.5301
H -1.7508 2.0597 -5.6811
H -3.7939 0.8636 -6.4530
H -4.8141 -0.8624 -4.9882
H -3.8295 -1.3719 -2.8068
H -2.7815 -2.6609 0.3397
H -4.9747 -2.9051 1.4172
H -6.6249 -1.0529 1.3302
H -6.0448 1.0313 0.1089
H -3.8630 1.2603 -0.9732
C -1.0361 -1.1522 5.2398
C -2.2220 -1.2564 4.2873
C -3.2209 -2.2877 4.8043
C -2.9206 0.1054 4.1548
N -1.7499 -1.7752 2.9913
N -0.8837 -0.9179 2.2656
H -1.3702 -0.8465 6.2358
H -0.3107 -0.4169 4.8834
H -0.5324 -2.1196 5.3134
H -3.5557 -2.0309 5.8127
H -2.7569 -3.2766 4.8230
H -4.0993 -2.3311 4.1514
H -3.4315 0.3704 5.0857
H -3.6633 0.0738 3.3500
H -2.2098 0.9039 3.9320
H -2.5566 -1.9420 2.4032
H 0.0519 -0.9938 2.6449
H -1.1684 0.0585 2.3024
```

[3]
Entry from the OMol25 dataset: a molecular structure, C48H62AsBBrGeN13RbSSeSiTe (ωB97M-V/def2-TZVPD).

Values from the calculation:
* F_max: 0.694 eV Å⁻¹
* charge: -1
* HOMO energy: -4.63 eV
* frontier orbital gap: 6.6 eV

Structure (XYZ):
```
132
C48H62AsBBrGeN13RbSSeSiTe (ωB97M-V/def2-TZVPD)
Rb -0.5597 0.1776 0.7493
C -0.9013 -2.2135 5.0586
C -0.5898 -2.2541 3.6949
N -1.4251 -1.5066 2.9825
N -2.2868 -0.9667 3.8705
C -1.9930 -1.3759 5.1169
B -3.4628 -0.0421 3.5004
N -3.0766 1.4627 3.4355
C -3.6687 2.4394 4.1429
C -3.1191 3.6493 3.7704
C -2.1705 3.2942 2.8049
N -2.1504 1.9811 2.6063
N -4.1444 -0.4879 2.2008
C -5.3853 -0.9995 2.1187
C -5.6668 -1.2493 0.7935
C -4.5026 -0.8445 0.1282
N -3.5888 -0.3876 0.9741
H -0.4041 -2.7133 5.8710
H 0.2046 -2.7931 3.2011
H -2.5903 -1.0436 5.9493
H -4.2768 -0.1277 4.3899
H -4.4361 2.1965 4.8578
H -3.3599 4.6278 4.1453
H -1.4960 3.9278 2.2484
H -5.9695 -1.1410 3.0119
H -6.5640 -1.6683 0.3733
H -4.2727 -0.8968 -0.9226
C 5.6150 -2.0279 0.4776
Si 5.5682 -1.1630 -1.1774
C 7.2589 -0.3510 -1.3919
C 5.3806 -2.4793 -2.5128
C 4.2449 0.1396 -1.5360
C 4.5417 1.0290 -2.5535
C 3.6227 1.9953 -2.9657
C 2.3999 1.9876 -2.3340
N 2.0374 1.1149 -1.3946
C 2.9434 0.2078 -0.9535
S 2.4927 -0.8795 0.3089
H 6.5253 -2.6351 0.5081
H 4.7482 -2.6666 0.6169
H 5.6325 -1.3201 1.3050
H 8.0351 -1.1177 -1.4183
H 7.4688 0.3128 -0.5518
H 7.3458 0.2360 -2.3052
H 6.2101 -3.1886 -2.4896
H 5.3382 -2.0353 -3.5092
H 4.4563 -3.0409 -2.3596
H 5.5059 0.9825 -3.0471
H 3.8469 2.7170 -3.7390
H 1.6308 2.7008 -2.6255
N -0.0951 0.7451 -3.4603
N -1.0820 -0.2171 -3.3041
N -1.6911 -0.7884 -4.3090
C -2.5385 -1.5872 -3.6608
N -2.4344 -1.4750 -2.3392
N -1.4739 -0.5988 -2.1290
H 0.5616 0.3626 -4.1360
H 0.3838 0.8092 -2.5504
H -3.2263 -2.2481 -4.1563
C 2.7110 0.7489 4.4123
Te 0.6997 1.2333 3.9204
C 0.5236 2.7755 5.3783
H 3.3212 1.6496 4.3984
H 3.0680 0.0836 3.6287
H 2.7629 0.2541 5.3789
H 0.6605 2.3574 6.3722
H -0.4802 3.1853 5.2925
H 1.2566 3.5560 5.1908
Br 5.4434 1.7295 1.7717
C 4.1004 2.8773 1.0450
C 4.4699 3.7764 0.0528
C 3.4753 4.6031 -0.4381
C 2.1821 4.4724 0.0521
C 1.9437 3.5280 1.0348
N 2.9002 2.7534 1.5451
H 5.4845 3.8110 -0.3139
H 3.7033 5.3258 -1.2109
H 1.3717 5.0804 -0.3225
H 0.9423 3.3726 1.4212
C -0.6505 6.7871 -1.6903
Ge -2.0642 5.8305 -2.6423
C -3.7729 6.1574 -1.7524
C -2.1583 6.4803 -4.4906
C -1.6231 3.9214 -2.6542
Se -1.4897 3.1566 -0.8617
C -3.3681 2.7072 -0.6402
H -0.8997 7.8421 -1.5786
H 0.2964 6.7147 -2.2262
H -0.5265 6.3577 -0.6968
H -4.0504 7.2062 -1.8606
H -3.7013 5.9299 -0.6894
H -4.5654 5.5468 -2.1834
H -2.3349 7.5554 -4.5192
H -2.9685 5.9875 -5.0284
H -1.2266 6.2741 -5.0173
H -0.6551 3.7704 -3.1360
H -2.3390 3.3195 -3.2154
H -3.9812 3.6049 -0.6485
H -3.4573 2.1956 0.3155
H -3.6678 2.0254 -1.4341
C 1.8354 -6.1936 2.5520
C 2.4706 -5.2016 1.8175
C 1.7257 -4.2924 1.0812
C 0.3351 -4.3686 1.0658
C -0.2963 -5.3635 1.8024
C 0.4514 -6.2713 2.5414
As -0.6584 -2.9783 0.0759
C -0.0809 -3.5977 -1.6864
C 1.0817 -3.2416 -2.3495
C 1.3243 -3.7527 -3.6190
C 0.4051 -4.6063 -4.2171
C -0.7651 -4.9534 -3.5554
C -1.0161 -4.4476 -2.2849
C -2.2355 -4.6870 -1.4836
C -3.3315 -5.4522 -1.8650
C -4.4344 -5.5394 -1.0272
C -4.4615 -4.8541 0.1810
C -3.3725 -4.0830 0.5692
C -2.2604 -4.0235 -0.2525
H 2.4165 -6.8996 3.1325
H 3.5512 -5.1251 1.8220
H 2.2336 -3.5104 0.5277
H -1.3772 -5.4362 1.8072
H -0.0555 -7.0387 3.1142
H 1.7901 -2.5681 -1.8736
H 2.2346 -3.4824 -4.1411
H 0.5988 -4.9995 -5.2070
H -1.4798 -5.6115 -4.0353
H -3.3349 -5.9752 -2.8141
H -5.2868 -6.1368 -1.3262
H -5.3380 -4.9023 0.8145
H -3.4018 -3.5161 1.4931
```